{
  "formula": "C28H52F7N2O6PS",
  "method": "ωB97M-V/def2-TZVPD",
  "symbols": ["C", "C", "C", "C", "C", "C", "C", "C", "C", "C", "C", "C", "C", "C", "C", "O", "P", "O", "S", "O", "O", "C", "F", "F", "C", "F", "F", "C", "F", "F", "F", "O", "C", "N", "H", "H", "H", "H", "H", "H", "H", "H", "H", "H", "H", "H", "H", "H", "H", "H", "H", "H", "H", "H", "H", "H", "H", "H", "H", "H", "H", "H", "H", "H", "H", "H", "H", "H", "C", "C", "C", "C", "C", "C", "N", "O", "C", "C", "C", "H", "H", "H", "H", "H", "H", "H", "H", "H", "H", "H", "H", "H", "H", "H", "H", "H", "H"],
  "positions_angstrom": [[3.565, -5.207, 3.781], [3.898, -3.730, 3.522], [2.772, -2.944, 2.807], [2.156, -1.789, 3.621], [2.003, -0.504, 2.771], [3.395, 0.118, 2.527], [3.657, 0.635, 1.100], [4.931, 0.039, 0.473], [4.900, 0.159, -1.067], [6.159, 0.717, 1.082], [7.542, 0.198, 0.661], [7.760, -1.242, 1.041], [7.588, -2.347, 0.296], [7.248, -2.358, -1.170], [7.736, -3.723, 0.903], [1.361, -0.821, 1.550], [-0.344, -0.903, 1.714], [-0.540, -1.883, 0.339], [-2.637, -0.903, 2.098], [-3.067, -2.194, 2.620], [-3.093, 0.284, 2.809], [-3.620, -0.718, 0.463], [-2.888, -0.963, -0.654], [-4.037, 0.572, 0.380], [-4.894, -1.589, 0.391], [-5.608, -1.427, 1.505], [-5.644, -1.111, -0.636], [-4.661, -3.121, 0.112], [-5.046, -3.420, -1.125], [-3.407, -3.472, 0.222], [-5.390, -3.856, 0.930], [-0.259, 0.029, 3.155], [1.037, 0.490, 3.422], [1.251, 0.672, 4.844], [4.472, -5.803, 3.922], [3.003, -5.624, 2.940], [2.950, -5.313, 4.680], [4.130, -3.253, 4.479], [4.804, -3.693, 2.907], [3.180, -2.530, 1.880], [1.976, -3.638, 2.518], [2.776, -1.586, 4.504], [1.172, -2.075, 4.001], [3.520, 0.945, 3.237], [4.168, -0.616, 2.786], [3.766, 1.728, 1.108], [2.804, 0.412, 0.459], [4.963, -1.021, 0.758], [4.760, -0.815, -1.539], [4.074, 0.804, -1.381], [5.815, 0.604, -1.469], [6.116, 0.634, 2.176], [6.099, 1.792, 0.858], [7.753, 0.386, -0.398], [8.276, 0.796, 1.217], [8.089, -1.396, 2.071], [7.198, -1.360, -1.605], [8.021, -2.921, -1.708], [6.299, -2.876, -1.348], [6.753, -4.200, 0.986], [8.365, -4.362, 0.277], [8.185, -3.662, 1.898], [-0.547, 0.263, 0.932], [-0.416, -2.089, 2.465], [-0.380, -1.353, -0.451], [1.169, 1.454, 2.890], [2.112, 0.247, 5.160], [1.257, 1.648, 5.100], [-5.766, 1.284, -2.677], [-4.914, 2.497, -3.075], [-4.994, 3.597, -2.012], [-6.327, 4.341, -2.007], [-6.626, 4.911, -3.393], [-6.598, 3.851, -4.497], [-5.321, 3.068, -4.402], [-4.346, 3.650, -5.013], [-7.844, 2.953, -4.398], [-6.637, 4.518, -5.867], [-3.479, 1.999, -3.177], [-5.544, 1.021, -1.646], [-6.837, 1.440, -2.742], [-5.520, 0.424, -3.301], [-4.189, 4.317, -2.192], [-4.800, 3.144, -1.038], [-7.130, 3.679, -1.675], [-6.284, 5.156, -1.282], [-7.605, 5.397, -3.410], [-5.883, 5.681, -3.625], [-7.710, 2.037, -4.974], [-8.700, 3.488, -4.810], [-8.107, 2.687, -3.378], [-5.839, 5.246, -5.987], [-7.593, 5.031, -5.978], [-6.545, 3.777, -6.663], [-3.370, 1.290, -3.998], [-3.228, 1.488, -2.246], [-2.772, 2.811, -3.330]],
  "forces_ev_per_angstrom": [[-0.05, 0.18, 0.07], [-0.15, -0.20, -0.09], [0.22, 0.07, 0.17], [-0.14, -0.06, -0.05], [0.04, -0.38, 0.12], [0.05, 0.25, -0.17], [0.18, 0.02, 0.02], [0.00, 0.05, -0.07], [-0.03, 0.14, 0.12], [0.06, 0.16, 0.12], [0.22, -0.03, 0.04], [0.04, -0.61, -0.34], [0.15, 0.43, 0.31], [0.11, 0.03, 0.06], [0.10, 0.28, 0.01], [-0.26, -0.31, 0.25], [1.30, -0.12, -0.53], [0.23, 0.18, 0.14], [-0.46, 0.53, 0.83], [-0.08, -0.07, -0.23], [-0.07, -0.23, -0.25], [0.00, 0.08, -0.03], [-0.15, 0.07, 0.01], [0.02, -0.14, -0.09], [0.24, 0.05, -0.19], [-0.15, -0.01, 0.23], [-0.17, -0.06, -0.09], [-0.03, 0.47, 0.00], [-0.26, -0.02, -0.74], [0.81, -0.16, 0.13], [-0.45, -0.32, 0.62], [0.06, -0.23, 0.08], [-0.02, 0.49, -0.19], [0.04, 0.00, -0.08], [-0.09, 0.02, 0.03], [0.10, -0.04, 0.05], [-0.03, -0.05, -0.12], [0.14, 0.01, -0.10], [0.00, 0.10, 0.10], [-0.16, -0.09, 0.00], [0.08, 0.14, -0.10], [0.02, 0.06, -0.13], [0.06, 0.05, 0.02], [-0.02, -0.14, 0.06], [-0.09, 0.01, -0.05], [-0.05, -0.09, -0.05], [-0.01, -0.09, 0.12], [0.00, 0.04, -0.15], [-0.03, 0.12, -0.02], [0.06, -0.07, 0.01], [-0.05, -0.11, 0.03], [-0.14, 0.02, -0.09], [0.05, -0.09, 0.00], [-0.19, -0.12, 0.08], [-0.01, -0.02, -0.15], [-0.23, -0.01, -0.04], [-0.08, -0.10, 0.06], [-0.10, 0.03, 0.02], [0.05, 0.09, 0.00], [0.10, -0.03, 0.00], [-0.06, 0.00, 0.03], [-0.12, -0.07, -0.06], [-0.25, 0.11, 0.05], [-0.12, -0.03, -0.01], [-0.12, -0.10, 0.06], [0.01, -0.10, 0.13], [-0.07, 0.03, -0.01], [-0.05, -0.02, 0.02], [-0.12, 0.08, -0.13], [-0.06, -0.57, 0.13], [-0.08, 0.27, 0.04], [0.03, -0.07, -0.06], [0.11, 0.10, 0.19], [-0.49, -0.27, -0.18], [0.52, 0.89, 0.27], [-0.25, -0.39, -0.07], [0.07, -0.05, -0.01], [0.04, 0.14, -0.06], [0.15, 0.04, 0.03], [0.11, -0.01, -0.01], [0.02, 0.05, 0.03], [0.00, 0.01, -0.03], [-0.01, -0.02, -0.09], [0.01, -0.02, 0.01], [0.00, -0.02, -0.03], [-0.02, 0.00, 0.01], [-0.02, 0.01, -0.01], [0.03, -0.05, -0.05], [0.01, -0.01, 0.01], [0.04, 0.04, -0.04], [0.03, 0.00, 0.01], [0.03, -0.06, 0.01], [-0.03, -0.01, 0.01], [0.00, -0.01, 0.01], [-0.02, 0.01, -0.01], [-0.02, -0.03, 0.01], [-0.04, 0.01, -0.02]],
  "mulliken_spin": [0.00, 0.00, 0.00, 0.00, 0.00, 0.00, 0.00, 0.00, 0.00, 0.00, 0.00, 0.00, 0.00, 0.00, 0.00, 0.00, 0.00, 0.00, 0.00, 0.00, 0.00, 0.00, 0.00, 0.00, 0.00, 0.00, 0.00, 0.00, 0.00, 0.00, 0.00, 0.00, 0.00, 0.00, 0.00, 0.00, 0.00, 0.00, 0.00, 0.00, 0.00, 0.00, 0.00, 0.00, 0.00, 0.00, 0.00, 0.00, 0.00, 0.00, 0.00, 0.00, 0.00, 0.00, 0.00, 0.00, 0.00, 0.00, 0.00, 0.00, 0.00, 0.00, 0.00, 0.00, 0.00, 0.00, 0.00, 0.00, 0.03, -0.01, 0.03, -0.02, 0.03, 0.00, 0.40, 0.53, 0.03, 0.00, -0.01, 0.00, 0.00, -0.01, 0.00, 0.00, 0.00, 0.00, 0.00, 0.00, -0.01, 0.00, 0.00, 0.00, 0.00, 0.00, 0.00, 0.00, 0.00],
  "total_charge": -1,
  "multiplicity": 2,
  "e_lumo_ev": [2.40, 2.34],
  "e_tot_ha": -3097.6662,
  "homo_ev": [-5.60, -5.60]
}